No. 1
This record from the OMol25 dataset describes C4H11NS in the gas phase. The level of theory is wB97M-V/def2-TZVPD.

Geometry as XYZ:
```
17
C4H11NS wB97M-V/def2-TZVPD
C -0.678 -0.628 -1.278
H 1.772 0.788 2.071
H -1.377 -1.129 1.444
H -3.045 -0.390 1.265
N -1.846 -0.353 -0.455
H 3.050 1.248 0.884
H -0.566 0.167 -2.036
H -2.685 -0.308 -1.058
C 1.007 1.335 0.018
C 2.058 1.537 1.285
C -2.274 -1.058 0.737
S 0.942 -0.462 -0.242
H 1.396 1.908 -0.885
H -2.787 -2.022 0.585
H 0.060 1.504 0.509
H 2.062 2.652 1.455
H -0.691 -1.675 -1.745
```

As for the charge: 0. Its SMILES is CCSCNC. The HOMO-LUMO gap comes out at 9.611 eV. For the largest force on an atom, the calculation gives 2.77 eV/Å. Its LUMO energy is 1.015 eV. Its highest occupied orbital energy is -8.6 eV. As for the multiplicity: 1. The calculation puts the energy above the lowest of the compared OMol25 structures with the same formula, charge and spin at 1.504 eV.

---

No. 2
This record from the OMol25 dataset describes C16H24F6MgN8P as an isolated structure. The level of theory is wB97M-V/def2-TZVPD.

Geometry as XYZ:
```
56
C16H24F6MgN8P wB97M-V/def2-TZVPD
H -3.834 -1.538 4.424
H -0.385 -8.581 3.975
H -4.781 -0.978 3.002
C 1.715 -3.831 -6.000
F -1.219 1.818 0.261
H -6.871 5.903 0.446
H 7.170 2.314 -1.138
N 1.983 7.936 -1.740
C -6.001 6.997 1.961
H 0.808 -9.308 2.706
H 5.989 0.564 5.937
Mg 3.393 -3.481 0.584
C -5.971 6.501 0.591
C -0.056 -8.688 2.941
H -5.808 -0.256 -5.132
C -5.432 -0.095 -4.122
H 3.714 6.108 -3.759
H -5.735 7.244 -0.171
H 0.694 -3.484 -6.156
H -5.057 5.943 0.793
H -5.319 -1.030 -3.574
H 5.452 -0.882 6.980
F 0.047 0.768 -1.252
F 0.590 -0.923 0.260
H 8.436 1.280 -1.762
C -5.931 -1.881 4.383
C -6.254 0.833 -3.426
N 2.186 -4.071 -3.466
N 4.273 -1.642 4.320
P -0.342 0.421 0.351
H 2.422 -3.137 -6.455
C 2.236 7.116 -2.500
H 1.979 -4.708 -6.591
N -6.075 7.411 3.007
C 5.184 -0.075 6.299
H -4.458 0.393 -4.163
C 4.605 -0.984 5.186
H -4.485 -2.684 3.185
H 2.599 4.970 -2.976
C 2.697 5.974 -3.390
F -1.715 -0.421 -0.118
C 0.442 -7.391 2.525
H -0.897 -9.009 2.326
H 7.196 1.724 -2.852
C 1.982 -4.020 -4.598
C -4.656 -1.765 3.746
N 5.948 -0.588 -1.038
N -6.909 -1.939 4.911
N 0.844 -6.368 2.235
C 6.530 0.371 -1.407
H 1.984 5.987 -4.214
N -6.899 1.592 -2.861
C 7.365 1.474 -1.805
F -0.636 0.259 1.935
F 0.954 1.413 0.702
H 4.310 0.443 6.695
```

As for the charge: +1. The HOMO-LUMO gap comes out at 1.435 eV. For the largest force on an atom, the calculation gives 4.82 eV/Å. Its LUMO energy is -10.532 eV. Its highest occupied orbital energy is -12.0 eV. As for the multiplicity: 1. The calculation puts the energy above the lowest of the compared OMol25 structures with the same formula, charge and spin at 12.489 eV.

---

No. 3
This record from the OMol25 dataset describes C19H25N5OPdS as an isolated structure. The level of theory is wB97M-V/def2-TZVPD.

Geometry as XYZ:
```
52
C19H25N5OPdS wB97M-V/def2-TZVPD
C -0.901 -2.738 -0.641
C 0.392 -2.641 -0.120
H 1.136 2.963 -1.372
H 2.443 1.428 1.688
H 1.847 3.139 0.212
H -0.550 -0.832 2.545
H 0.561 -2.879 0.923
H -4.404 1.912 -4.645
H 2.103 0.900 -1.797
H 3.408 -0.010 1.765
N 0.086 1.987 0.169
N -1.193 1.009 -2.646
C -2.012 -3.016 0.222
C 2.406 0.354 1.523
C -1.167 -2.617 -2.043
H -0.342 -2.430 -2.717
H 0.895 2.677 1.974
S -2.584 0.260 -0.413
H -1.824 -3.152 1.280
H -0.743 3.195 1.706
N -5.929 -2.947 -2.554
H -0.455 1.439 3.510
H 1.254 -2.670 -0.774
C 1.359 2.423 -0.452
C 2.301 1.256 -0.787
C -3.627 1.167 -2.792
N 2.084 0.110 0.107
H -2.646 -2.576 -3.578
H 1.582 -1.385 2.476
C -0.070 2.342 1.601
C -3.284 -3.112 -0.268
H -4.118 -3.318 0.389
H -0.700 2.355 -0.354
C -2.211 1.846 -4.641
C -3.527 1.663 -4.070
H -4.597 1.037 -2.327
C -3.513 -2.923 -1.640
C -2.527 0.831 -2.015
N 0.002 -0.102 2.109
H -2.099 2.239 -5.643
O -0.223 0.219 -2.295
H 3.336 1.614 -0.753
C -4.854 -2.947 -2.147
Pd -0.226 -0.253 -0.128
C 1.414 -0.307 2.475
C -1.099 1.539 -3.968
H 2.599 -0.689 -0.239
C -0.606 1.197 2.452
H -1.677 1.088 2.284
C -2.446 -2.693 -2.522
H -0.086 1.630 -4.326
H 1.610 0.043 3.494
```

As for the expectation value of S²: 8.838. As for the charge: +1. The HOMO-LUMO gap (alpha / beta) comes out at 6.262 / 6.224 eV. For the largest force on an atom, the calculation gives 0.50 eV/Å. Its LUMO energy (alpha / beta) is -2.307 / -4.838 eV. Its highest occupied orbital energy (alpha / beta) is -8.6 / -11.1 eV. As for the multiplicity: 6. The calculation puts the energy above the lowest of the compared OMol25 structures with the same formula, charge and spin at 0.000 eV.

---

No. 4
This record from the OMol25 dataset describes CH4BrClSi as an isolated structure. The level of theory is wB97M-V/def2-TZVPD.

Geometry as XYZ:
```
8
CH4BrClSi wB97M-V/def2-TZVPD
C -1.985 -2.780 0.507
H -0.925 -0.066 1.456
Cl -0.897 -3.604 1.474
H -1.334 -0.994 -0.456
Si -0.420 -0.013 0.152
H 0.966 -0.710 0.177
Br -3.106 -1.647 1.454
H -0.083 1.268 -0.264
```

As for the expectation value of S²: 2.008. As for the charge: 0. The HOMO-LUMO gap (alpha / beta) comes out at 8.990 / 8.601 eV. For the largest force on an atom, the calculation gives 3.35 eV/Å. Its LUMO energy (alpha / beta) is 0.688 / -2.152 eV. Its highest occupied orbital energy (alpha / beta) is -8.3 / -10.8 eV. As for the multiplicity: 3. The calculation puts the energy above the lowest of the compared OMol25 structures with the same formula, charge and spin at 0.369 eV.

---

No. 5
This record from the OMol25 dataset describes C34H43CuN6O3P as an isolated structure. The level of theory is wB97M-V/def2-TZVPD.

Geometry as XYZ:
```
88
C34H43CuN6O3P wB97M-V/def2-TZVPD
C -3.458 -2.146 0.108
H 2.059 -2.687 3.844
C -1.488 3.082 -1.291
C -0.095 -0.058 3.306
C -3.887 3.102 -1.081
H 2.663 2.278 -3.678
C -0.545 -2.231 2.905
H -1.542 -2.506 2.553
C 3.028 -0.460 0.480
H 0.801 1.419 -2.324
H 2.552 -3.088 -2.811
H 0.227 -2.498 4.945
H -2.500 -2.180 0.616
H 2.560 -3.771 2.563
H -5.297 -0.231 -3.619
C 1.894 -2.942 2.798
H -2.519 1.021 1.205
H -3.826 -3.166 -0.019
O -0.255 -0.549 4.526
N 2.069 -2.480 -2.174
H 4.450 3.619 -2.612
H 0.248 4.194 1.344
C 0.233 3.582 2.239
C 0.266 4.201 3.479
H 0.117 1.452 5.426
Cu 0.151 -0.694 0.411
H -4.705 1.848 0.462
H 4.946 0.060 -0.375
C -3.807 2.184 -0.039
H -5.360 -1.145 -1.243
O -1.067 -1.411 -0.996
H 0.276 3.890 5.600
C -4.421 -0.250 -2.971
C -4.558 -1.355 -1.951
O 2.782 0.193 1.464
C 0.249 3.425 4.624
C 0.261 -3.742 1.045
N -2.017 -0.643 -2.904
P 0.161 1.563 0.436
H -0.535 -1.177 -4.303
H 4.933 -1.929 -3.075
H 2.203 -2.076 2.209
H -4.350 0.717 -2.467
N 4.047 -1.702 -1.173
H -2.792 4.270 -2.506
H -2.967 0.358 -4.445
C -1.404 2.169 -0.247
H 0.301 5.279 3.542
H 4.777 -3.433 -2.120
C 1.581 2.003 -1.852
C -2.731 3.544 -1.707
N -0.234 -0.891 2.335
C 2.540 3.016 0.116
C -2.111 -1.192 -1.678
C 2.720 -1.759 -1.254
H 4.377 4.068 -0.185
N -3.322 -1.488 -1.178
C 4.975 -2.362 -2.075
H 0.063 -0.484 -2.779
H -4.173 -1.593 0.720
H 1.068 -2.567 -2.095
H -0.763 -4.059 0.841
C -3.173 -0.487 -3.788
C 0.448 -3.320 2.494
H 0.181 -4.177 3.124
C 0.190 2.196 2.124
H -0.595 3.467 -1.765
H -0.706 0.553 -3.991
H 4.988 -1.356 0.704
C 2.632 2.480 -2.616
C -0.725 -0.433 -3.524
C 3.634 3.233 -2.016
C -2.572 1.716 0.372
H -4.789 -2.312 -2.431
H 0.493 -2.938 0.335
N 2.071 -1.026 -0.343
H 0.928 -4.566 0.791
H -3.276 -1.376 -4.419
C -0.554 -1.961 4.412
C 0.132 1.411 3.286
C 0.169 2.044 4.527
H 2.540 3.193 1.182
C 3.590 3.494 -0.654
H 5.980 -2.228 -1.684
C 1.522 2.282 -0.485
H -1.514 -2.134 4.893
H -4.850 3.483 -1.392
C 4.405 -0.831 -0.053
```

As for the expectation value of S²: 0.755. As for the charge: +2. The HOMO-LUMO gap (alpha / beta) comes out at 8.742 / 7.184 eV. For the largest force on an atom, the calculation gives 0.45 eV/Å. Its LUMO energy (alpha / beta) is -4.918 / -6.945 eV. Its highest occupied orbital energy (alpha / beta) is -13.7 / -14.1 eV. As for the multiplicity: 2.

---

multiplicity of number 3 (C19H25N5OPdS)? 6

---

Which of these has the lowest largest force on an atom? C34H43CuN6O3P